A structure of composition C14H15N4O2PtS3 at a distorted geometry. Source: the OMol25 dataset; level of theory: ωB97M-V with the def2-TZVPD basis set.

```
39
Properties=species:S:1:pos:R:3:nbo_charge:R:1
O -3.17 0.45 0.89 -0.95
C -2.65 -1.04 -1.19 -0.39
C -2.14 -2.24 -1.65 -0.16
C 4.05 -0.48 2.37 -0.22
C 5.53 -0.26 2.63 -0.64
H -3.62 -3.41 -5.12 0.37
C 0.08 4.07 -0.60 -0.38
N -0.73 0.20 0.20 -0.97
S -2.18 -0.49 0.44 2.35
O -1.95 -1.67 1.22 -0.95
H 6.05 -0.16 1.67 0.22
C -3.87 -0.75 -3.22 -0.30
C -3.38 -1.97 -3.70 0.17
S 3.61 -0.70 0.69 -0.18
H 5.98 -1.09 3.17 0.20
H 5.70 0.65 3.20 0.20
H -4.59 -2.05 -5.34 0.37
N -1.51 2.29 -0.63 -0.50
N 0.73 1.90 0.06 -0.53
C 1.03 3.16 -0.15 0.11
C 3.15 -0.52 3.36 -0.21
H -3.88 0.65 -1.58 0.24
H -2.10 -3.64 -3.28 0.20
C -0.55 1.49 -0.13 0.56
N -3.72 -2.42 -4.97 -0.81
C 3.49 -0.33 4.81 -0.64
C -1.18 3.55 -0.85 0.10
H -1.98 4.18 -1.25 0.18
H -4.54 -0.17 -3.85 0.20
H -1.48 -2.81 -1.00 0.25
H 4.57 -0.28 4.98 0.20
H 0.32 5.11 -0.77 0.21
H 3.08 -1.16 5.40 0.21
H 2.05 3.45 0.04 0.20
C -3.50 -0.29 -1.97 -0.09
H 3.03 0.59 5.18 0.21
Pt 1.35 -0.30 0.76 0.61
S 1.44 -0.82 3.09 -0.17
C -2.50 -2.70 -2.90 -0.27
```

Calculated values
LUMO = 2.66 eV
Net charge = -1
Molar mass = 562.58 Da
Energy = -2225.9518 hartree